Run w
Density functional theory data (ωB97M-V/def2-TZVPD) for a 2-piece molecular cluster, C5H15N3 overall.

Atoms and positions in Å:
C  -1.36  -0.01  -0.08
C  -0.62  0.35  1.10
C  1.50  0.55  -1.64
C  1.48  -1.80  -1.16
C  -0.80  -0.56  2.31
N  1.03  -0.49  -0.75
N  -1.80  0.92  -0.94
N  -0.63  1.78  1.37
H  -1.57  -1.04  -0.30
H  0.49  -0.03  0.49
H  -2.14  0.66  -1.85
H  -1.57  1.88  -0.70
H  0.22  2.08  1.81
H  -1.41  2.07  1.95
H  1.13  1.52  -1.29
H  2.60  0.61  -1.69
H  1.14  0.41  -2.68
H  2.58  -1.88  -1.19
H  1.12  -2.56  -0.47
H  1.13  -2.07  -2.18
H  -0.80  -1.61  2.01
H  0.03  -0.42  3.01
H  -1.73  -0.36  2.85

Results
HOMO level: -6.6 eV
Molecular weight: 117.196 g/mol
2S+1: 1
Lowest unoccupied orbital energy: 0.0268 Ha

Just the Löwdin charges please, in e? Sure, here they are: -0.106, -0.482, -0.218, -0.210, -0.069, -0.293, 0.132, 0.035, 0.132, 0.137, 0.111, 0.098, 0.077, 0.075, 0.054, 0.063, 0.066, 0.060, 0.058, 0.064, 0.073, 0.072, 0.071

---

Run x
Density functional theory data (ωB97M-V/def2-TZVPD) for a 2-piece molecular cluster, C5H15N3 overall.

Atoms and positions in Å:
C  2.46  -0.93  -0.12
C  1.44  -1.97  0.32
N  2.05  -3.30  0.27
N  1.85  0.43  -0.07
H  3.35  -1.01  0.51
H  2.75  -1.12  -1.16
H  1.01  -1.68  1.31
H  0.58  -1.93  -0.38
H  1.35  -4.01  0.44
H  2.73  -3.39  1.05
H  1.68  0.68  0.92
H  2.53  1.12  -0.45
C  -1.28  2.67  -1.22
C  -1.62  1.64  -0.18
C  -2.85  1.05  -0.09
N  -3.24  0.08  0.85
H  -2.10  2.79  -1.94
H  -1.06  3.68  -0.77
H  -0.34  2.35  -1.78
H  -0.84  1.36  0.55
H  -3.59  1.30  -0.87
H  -4.23  0.15  1.15
H  -2.63  0.06  1.67

Results
HOMO level: -7.8 eV
SMILES: C/C=C/N.NCCN
Molecular weight: 117.196 g/mol
2S+1: 1
Lowest unoccupied orbital energy: 0.0385 Ha

Just the Löwdin charges please, in e? Sure, here they are: -0.304, -0.314, -0.024, -0.031, 0.099, 0.110, 0.106, 0.112, 0.051, 0.076, 0.068, 0.076, -0.145, -0.201, -0.240, 0.001, 0.062, 0.074, 0.077, 0.077, 0.104, 0.083, 0.082

---

Quick one: most stable of them? run x

---

Run w
Density functional theory data (ωB97M-V/def2-TZVPD) for a 2-piece molecular cluster, C5H15N3 overall.

Atoms and positions in Å:
C  -2.32  1.46  0.17
N  -1.06  1.37  -0.54
N  -0.02  2.01  -0.11
C  -0.81  -0.05  -1.31
C  -1.84  -0.98  -1.29
H  -0.26  2.55  0.73
H  1.39  0.62  0.41
H  -0.39  0.25  -2.26
H  -3.11  1.04  -0.46
H  -2.31  0.93  1.13
H  -2.52  2.52  0.37
H  -2.24  -1.37  -0.36
H  -2.29  -1.34  -2.20
C  2.62  -0.86  -0.33
C  1.26  -0.98  1.71
N  1.44  -0.40  0.38
H  0.09  -0.42  -0.65
H  1.12  -2.06  1.62
H  3.55  -0.65  0.22
H  2.67  -0.36  -1.29
H  2.55  -1.94  -0.49
H  2.11  -0.79  2.37
H  0.37  -0.55  2.16

Results
HOMO level (alpha / beta): -7.4 / -6.8 eV
Molecular weight: 117.196 g/mol
2S+1: 1
Lowest unoccupied orbital energy (alpha / beta): 0.0318 / 0.0080 Ha

Just the Löwdin charges please, in e? Sure, here they are: -0.093, -0.273, 0.015, -0.237, -0.023, 0.043, 0.065, 0.103, 0.076, 0.082, 0.080, 0.051, 0.045, -0.123, -0.122, -0.242, 0.093, 0.078, 0.075, 0.079, 0.079, 0.075, 0.072

---

Run x
Density functional theory data (ωB97M-V/def2-TZVPD) for one molecule with the formula C5H15N3.

Atoms and positions in Å:
C  0.51  0.30  -0.81
C  -1.45  -0.71  0.59
C  0.29  -0.59  0.36
C  0.95  -0.18  1.67
C  2.24  0.06  -1.17
N  0.26  1.70  -0.62
N  -2.22  0.49  0.56
N  -2.07  -1.60  -0.34
H  -0.01  -0.06  -1.71
H  -1.53  -1.15  1.59
H  0.58  -1.61  0.11
H  -0.56  2.03  -1.11
H  1.04  2.31  -0.87
H  -1.83  1.16  1.23
H  -2.20  0.91  -0.37
H  -3.05  -1.70  -0.07
H  -2.09  -1.20  -1.27
H  2.03  -0.30  1.61
H  0.73  0.86  1.94
H  0.59  -0.81  2.48
H  2.56  -0.98  -1.10
H  2.84  0.68  -0.50
H  2.38  0.40  -2.20

Results
HOMO level: -8.4 eV
SMILES: C[C@H](N)[C@@H](C)C(N)N
Molecular weight: 117.196 g/mol
2S+1: 1
Lowest unoccupied orbital energy: 0.0347 Ha

Just the Löwdin charges please, in e? Sure, here they are: -0.375, -0.430, -0.292, -0.085, -0.021, 0.025, 0.032, 0.021, 0.118, 0.120, 0.121, 0.065, 0.075, 0.072, 0.057, 0.076, 0.056, 0.069, 0.072, 0.073, 0.055, 0.050, 0.046

---

Run y
Density functional theory data (ωB97M-V/def2-TZVPD) for C5H15N3 as an isolated structure.

Atoms and positions in Å:
C  -0.71  0.89  1.15
C  0.52  1.80  0.05
C  -0.25  2.40  -1.10
N  -0.12  0.08  2.08
H  -0.53  -0.85  2.05
H  0.99  -0.63  1.31
H  -1.14  1.80  1.58
H  -1.33  0.43  0.37
H  0.79  2.53  0.81
H  1.44  1.32  -0.26
H  -1.17  2.88  -0.76
H  0.34  3.17  -1.61
H  -0.50  1.63  -1.83
C  -0.93  -2.35  -0.38
N  -0.20  -1.34  -1.14
C  1.64  -1.20  0.25
N  0.96  -0.79  -0.87
H  -0.72  -0.82  -1.84
H  -1.71  -2.75  -1.03
H  -1.39  -1.94  0.53
H  -0.26  -3.16  -0.10
H  2.66  -0.84  0.22
H  1.61  -2.26  0.50

Results
HOMO level (alpha / beta): -7.1 / -7.4 eV
Molecular weight: 117.196 g/mol
2S+1: 1
Lowest unoccupied orbital energy (alpha / beta): -0.0066 / 0.0139 Ha

Just the Löwdin charges please, in e? Sure, here they are: -0.310, -0.195, -0.158, -0.080, -0.001, 0.116, 0.081, 0.063, 0.073, 0.048, 0.069, 0.068, 0.050, -0.065, -0.095, -0.145, -0.035, 0.127, 0.088, 0.069, 0.079, 0.077, 0.077

---

Quick one: most stable of them? run x

---

Run w
Density functional theory data (ωB97M-V/def2-TZVPD) for one molecule with the formula C5H15N3.

Atoms and positions in Å:
N  0.07  -2.50  0.79
C  -1.18  -1.83  0.52
C  -1.85  -1.29  1.77
C  -0.97  -0.61  -0.43
N  0.29  0.04  -0.08
C  0.44  1.40  -0.55
C  1.88  1.66  -0.96
N  2.10  3.09  -1.29
H  0.59  -2.03  1.52
H  0.01  -3.48  0.99
H  -1.88  -2.52  0.04
H  -1.39  -0.44  2.26
H  -2.82  -0.79  1.63
H  -2.01  -2.04  2.55
H  -1.73  0.15  -0.29
H  -1.06  -1.02  -1.45
H  1.06  -0.60  -0.16
H  0.23  2.09  0.28
H  -0.21  1.63  -1.41
H  2.05  0.99  -1.82
H  2.62  1.44  -0.20
H  2.56  3.15  -2.21
H  1.20  3.51  -1.51

Results
HOMO level: -8.3 eV
SMILES: C[C@H](N)CNCCN
Molecular weight: 117.196 g/mol
2S+1: 1
Lowest unoccupied orbital energy: 0.0407 Ha

Just the Löwdin charges please, in e? Sure, here they are: 0.030, -0.444, -0.104, -0.200, -0.081, -0.258, -0.291, -0.021, 0.077, 0.065, 0.132, 0.073, 0.077, 0.071, 0.107, 0.110, 0.093, 0.122, 0.115, 0.110, 0.106, 0.060, 0.053

---

Run x
Density functional theory data (ωB97M-V/def2-TZVPD) for a 2-piece molecular cluster, C5H15N3 overall.

Atoms and positions in Å:
C  1.89  -0.73  -0.89
C  1.30  -1.73  1.22
N  1.02  -1.63  -0.20
H  0.05  -1.22  -0.28
H  1.49  0.36  -0.68
H  2.28  -2.18  1.35
H  2.93  -0.90  -0.63
H  1.78  -0.84  -1.96
H  0.55  -2.36  1.69
H  1.30  -0.75  1.73
C  -0.09  2.41  0.25
C  -1.37  0.31  -0.28
N  -1.71  0.10  1.07
N  -2.15  -0.41  -1.20
C  -0.51  1.29  -0.67
H  -2.51  -0.49  1.21
H  -1.80  0.96  1.60
H  -2.31  -1.37  -0.91
H  -1.78  -0.38  -2.14
H  -0.46  1.50  -1.73
H  0.47  2.01  1.11
H  0.55  3.11  -0.28
H  -0.94  2.97  0.64

Results
HOMO level: -7.8 eV
SMILES: CC=C(N)N.CNC
Molecular weight: 117.196 g/mol
2S+1: 1
Lowest unoccupied orbital energy: 0.0341 Ha

Just the Löwdin charges please, in e? Sure, here they are: -0.170, -0.162, -0.194, 0.054, 0.078, 0.071, 0.075, 0.067, 0.069, 0.068, -0.120, -0.500, 0.115, 0.092, -0.187, 0.087, 0.082, 0.083, 0.089, 0.100, 0.067, 0.068, 0.068

---

Quick one: most stable of them? run w

---

Run w
Density functional theory data (ωB97M-V/def2-TZVPD) for a 2-piece molecular cluster, C4H4 overall.

Atoms and positions in Å:
C  -1.22  -0.24  -0.21
C  -0.59  0.84  0.41
C  0.74  0.70  -0.22
C  0.11  -0.58  -0.13
H  -2.23  -0.69  -0.04
H  0.72  1.00  -1.22
H  1.58  0.98  0.46
H  0.90  -2.00  0.96

Results
HOMO level (alpha / beta): -6.8 / -10.2 eV
Molecular weight: 52.076 g/mol
2S+1: 3
Lowest unoccupied orbital energy (alpha / beta): 0.0257 / -0.0555 Ha

Just the Löwdin charges please, in e? Sure, here they are: -0.052, 0.008, -0.190, -0.180, 0.120, 0.093, 0.122, 0.080

---

Run x
Density functional theory data (ωB97M-V/def2-TZVPD) for one molecule with the formula C4H4.

Atoms and positions in Å:
C  -1.08  -0.66  -0.01
C  -1.20  0.77  -0.12
C  0.17  0.08  0.04
C  1.51  0.03  -0.05
H  -1.68  -1.65  0.23
H  -1.82  1.67  -0.15
H  2.26  0.79  0.05
H  1.84  -1.03  0.01

Results
HOMO level (alpha / beta): -5.6 / -10.6 eV
Molecular weight: 52.076 g/mol
2S+1: 3
Lowest unoccupied orbital energy (alpha / beta): 0.0430 / -0.0620 Ha

Just the Löwdin charges please, in e? Sure, here they are: -0.102, -0.045, -0.250, 0.081, 0.114, 0.063, 0.060, 0.079

---

Quick one: most stable of them? run x

---

Run w
Density functional theory data (ωB97M-V/def2-TZVPD) for a 2-piece molecular cluster, C3H10S overall.

Atoms and positions in Å:
C  -1.11  -0.78  -0.59
C  -2.10  -0.23  0.53
H  -0.69  -1.67  -0.24
H  -1.67  -0.94  -1.52
H  -0.17  -0.15  -0.78
H  -3.10  -0.37  0.24
H  -1.91  0.85  0.48
H  -1.92  -0.73  1.58
C  2.06  0.28  0.39
S  2.14  2.05  -0.07
H  2.14  1.88  -1.32
H  1.38  0.06  1.27
H  3.09  0.04  0.52
H  1.84  -0.30  -0.47

Results
HOMO level: -9.1 eV
SMILES: CC.CS
Molecular weight: 78.180 g/mol
2S+1: 1
Lowest unoccupied orbital energy: 0.0364 Ha

Just the Löwdin charges please, in e? Sure, here they are: -0.161, -0.147, 0.024, 0.064, 0.047, 0.025, 0.052, 0.099, -0.485, 0.648, -0.224, 0.064, -0.002, -0.002

---

Run x
Density functional theory data (ωB97M-V/def2-TZVPD) for a 2-piece molecular cluster, C3H10S overall.

Atoms and positions in Å:
C  1.69  1.13  1.20
S  2.66  0.04  0.09
H  1.94  2.15  0.93
H  1.95  0.88  2.21
H  0.55  0.93  1.09
H  1.71  -0.40  -0.73
C  -1.41  -1.06  -0.07
C  -1.24  0.03  -1.11
H  -2.36  -1.54  0.15
H  -0.80  -1.90  -0.44
H  -0.99  -0.91  0.90
H  -1.86  -0.28  -1.91
H  -0.20  -0.07  -1.34
H  -1.64  1.01  -0.97

Results
HOMO level: -9.1 eV
SMILES: CC.CS
Molecular weight: 78.180 g/mol
2S+1: 1
Lowest unoccupied orbital energy: 0.0359 Ha

Just the Löwdin charges please, in e? Sure, here they are: -0.468, 0.625, 0.014, 0.006, 0.049, -0.211, -0.174, -0.153, 0.059, 0.073, 0.039, 0.055, 0.023, 0.063

---

Quick one: most stable of them? run x

---

Run w
Density functional theory data (ωB97M-V/def2-TZVPD) for a 2-piece molecular cluster, C13H17N overall.

Atoms and positions in Å:
C  3.07  0.05  0.89
C  1.92  -0.16  -0.42
C  1.27  1.22  -0.77
C  1.54  2.28  -0.16
C  1.60  3.72  -0.28
C  1.72  -2.52  0.09
C  -0.27  -1.33  -0.40
C  -1.59  -0.58  -0.17
C  -1.89  -0.13  1.00
C  -2.95  0.67  1.38
C  -3.88  0.88  0.47
C  -3.72  0.36  -0.77
C  -2.65  -0.52  -1.13
H  3.96  0.76  0.53
H  3.46  -1.07  0.93
H  2.71  0.02  1.88
H  2.32  -0.59  -1.24
H  0.59  0.88  -1.75
H  0.75  4.24  0.34
H  2.07  4.52  -1.10
H  2.30  -3.12  -0.70
H  1.13  -3.31  0.36
H  2.50  -2.33  1.00
H  -0.34  -2.14  -1.61
H  -0.87  -2.13  0.28
H  -0.77  0.10  1.51
H  -3.07  0.99  2.44
H  -4.68  1.60  0.66
H  -4.54  0.18  -1.36
H  -2.71  -1.32  -2.05
N  1.00  -1.20  0.12

Results
HOMO level: -8.4 eV
Molecular weight: 187.286 g/mol
2S+1: 1
Lowest unoccupied orbital energy: 0.0043 Ha

Just the Löwdin charges please, in e? Sure, here they are: -0.033, -0.261, -0.129, -0.115, 0.000, -0.099, -0.229, -0.340, -0.112, -0.099, -0.144, -0.093, -0.011, 0.106, 0.044, 0.031, 0.078, 0.187, 0.058, 0.112, 0.116, 0.024, 0.106, 0.198, 0.157, 0.186, 0.125, 0.114, 0.071, 0.153, -0.203

---

Run x
Density functional theory data (ωB97M-V/def2-TZVPD) for one molecule with the formula C13H17N.

Atoms and positions in Å:
C  0.35  2.89  0.77
C  0.74  1.58  1.47
C  2.30  1.56  1.57
C  3.04  0.90  0.74
C  3.86  0.20  -0.06
C  0.38  -0.78  1.64
C  -1.13  0.51  0.28
C  -1.49  -0.64  -0.68
C  -0.49  -1.06  -1.61
C  -0.76  -2.06  -2.52
C  -2.07  -2.62  -2.60
C  -3.01  -2.22  -1.63
C  -2.72  -1.19  -0.72
H  0.79  3.74  1.32
H  0.54  2.99  -0.31
H  -0.75  3.03  0.87
H  0.39  1.69  2.52
H  2.80  2.25  2.26
H  4.08  -0.82  0.27
H  4.14  0.76  -0.97
H  -0.26  -0.72  2.56
H  1.42  -0.81  2.00
H  0.12  -1.65  1.01
H  -1.89  0.48  1.07
H  -1.35  1.46  -0.23
H  0.52  -0.65  -1.58
H  -0.03  -2.35  -3.27
H  -2.25  -3.44  -3.31
H  -4.05  -2.56  -1.66
H  -3.48  -0.91  0.02
N  0.25  0.42  0.80

Results
HOMO level: -8.7 eV
SMILES: C=C=C[C@@H](C)N(C)Cc1ccccc1
Molecular weight: 187.286 g/mol
2S+1: 1
Lowest unoccupied orbital energy: 0.0350 Ha

Just the Löwdin charges please, in e? Sure, here they are: -0.069, -0.396, -0.082, -0.119, 0.013, -0.059, -0.152, -0.227, -0.042, -0.090, -0.080, -0.082, -0.074, 0.082, 0.092, 0.072, 0.140, 0.118, 0.057, 0.059, 0.096, 0.080, 0.090, 0.119, 0.112, 0.111, 0.100, 0.096, 0.099, 0.120, -0.185

---

Quick one: most stable of them? run x